# C26H29HoNOP2Te

C26H29HoNOP2Te as an isolated structure at a distorted geometry (ωB97M-V/def2-TZVPD, the OMol25 dataset).

```
61
Properties=species:S:1:pos:R:3:mulliken_spin:R:1
H 2.927 -3.501 -2.423 0.00
C -3.745 -0.381 0.367 0.00
H -2.027 -2.698 1.325 0.00
C 0.466 2.012 -2.840 -0.02
H 1.153 -4.083 0.777 0.00
H -1.353 4.662 -3.943 0.00
H 0.713 0.951 6.996 0.00
Ho 0.514 0.682 1.055 4.15
P -0.018 -2.055 0.111 -0.01
H -2.874 -0.395 -2.397 0.00
C 2.222 -0.608 4.356 0.00
C -2.170 2.753 -3.330 0.01
H 1.610 -1.263 6.320 0.00
C -2.975 2.255 0.291 0.00
C 2.095 0.272 -2.578 -0.02
C 0.360 -2.829 -1.602 0.00
H 0.765 2.867 5.411 0.00
C 1.048 -0.679 -2.762 0.00
O -1.843 -0.664 3.237 0.01
C 3.711 -1.508 -2.750 -0.02
H -3.843 1.097 -2.098 0.00
C 2.275 0.490 3.468 0.00
H -2.223 -2.933 -0.442 0.00
H 2.137 -2.606 1.127 0.00
C 3.429 -0.147 -2.670 0.02
C 0.176 3.334 -3.198 0.01
C -1.536 -3.041 0.407 0.00
H 4.210 0.624 -2.671 0.00
H -3.659 -0.536 1.449 0.00
H -2.914 2.335 1.386 0.00
H 1.286 1.444 -0.675 -0.02
Te 3.269 0.171 1.610 -0.04
H -0.596 -2.887 -2.143 0.00
H -2.376 3.055 -0.163 0.00
H 0.768 -3.042 2.191 0.00
H -1.268 -4.103 0.519 0.00
C 1.377 -2.028 -2.354 -0.01
C -1.126 3.667 -3.556 -0.02
H 2.494 2.353 -2.149 0.00
C -1.077 -0.248 2.462 0.00
H -3.765 -1.355 -0.135 0.00
H 1.787 2.588 3.112 0.00
P -2.323 0.615 -0.222 0.00
N -0.206 -0.311 -3.151 -0.04
H 0.751 -3.834 -1.402 0.00
H 4.731 -1.840 -2.918 0.00
H 0.995 4.065 -3.196 0.00
H -4.025 2.351 -0.021 0.00
H -3.209 3.051 -3.460 0.00
C 2.694 -2.445 -2.519 0.01
C -2.847 0.650 -2.064 0.00
H 2.624 -1.568 4.029 0.00
C 1.132 -3.048 1.153 0.00
C 1.649 -0.426 5.621 0.00
C 1.723 1.750 3.821 0.00
C 1.692 1.613 -2.140 0.02
C 1.139 0.823 5.996 0.00
C 1.171 1.900 5.108 0.00
C -1.890 1.467 -2.874 -0.01
H -4.679 0.158 0.153 0.00
C -0.527 1.004 -3.013 0.00
```

Results
<S²>: 6.024
HOMO (spin up / spin down), eV: -9.2022 / -9.2676
Total charge: +1
Molar mass, g/mol: 726.00
Multiplicity: 5
Energy relative to the best compared isomer or geometry (same formula, charge and spin), kJ/mol: 0.0
LUMO (spin up / spin down), eV: -4.925 / -4.833
Orbital gap (spin up / spin down), eV: 4.28 / 4.43


# C26H29N5O4SZn

C26H29N5O4SZn as an isolated structure (ωB97M-V/def2-TZVPD, the OMol25 dataset).

```
66
Properties=species:S:1:pos:R:3:lowdin_charge:R:1
H -3.636 -1.852 0.119 0.10
C 1.065 -4.664 0.300 -0.06
C 0.378 1.908 3.205 -0.10
S 1.169 0.944 -1.892 0.99
C -1.756 0.097 -4.139 -0.01
H -5.885 -0.846 0.081 0.11
H -2.938 -2.397 -3.783 0.10
H 2.807 2.402 -2.728 0.09
C 2.377 -4.344 0.633 -0.06
H 2.113 -0.801 -0.691 0.06
H 0.807 -5.604 -0.165 0.10
N 0.336 -2.527 1.113 0.08
O 0.238 1.102 -0.699 -0.54
C 3.229 -0.718 -2.551 -0.11
C 0.097 -3.722 0.555 -0.14
H 1.234 3.175 -2.520 0.09
C 1.489 3.429 4.641 -0.08
H 3.490 0.757 3.917 0.11
C -4.078 1.656 1.461 -0.01
N 1.963 -1.070 2.163 0.17
C 1.978 2.546 -2.030 -0.37
H 4.050 -1.351 -2.215 0.08
C -5.046 -0.292 0.477 -0.06
C 2.613 2.603 4.642 -0.08
Zn -0.791 -0.725 0.187 0.73
H -1.506 -0.539 -4.985 0.09
H -0.948 0.825 -4.024 0.07
H -0.935 -3.917 0.285 0.11
C -1.898 -0.748 -2.884 -0.52
H -4.000 -1.109 -3.158 0.09
C 0.347 3.086 3.921 -0.01
H -1.609 0.901 -1.831 0.07
O -0.137 -2.178 -3.624 0.06
H -6.136 1.515 0.918 0.11
C -0.642 1.233 2.354 -0.29
H 1.661 2.906 0.076 0.07
C 2.627 1.411 3.922 -0.01
H 1.505 4.347 5.214 0.10
C 2.406 3.127 -0.689 -0.12
C -5.176 1.015 0.947 -0.06
C 2.564 -0.058 -1.348 -0.36
H 3.242 0.568 -0.767 0.09
H -0.533 3.715 3.916 0.11
H 3.637 -2.848 1.538 0.11
C 1.157 -0.089 2.354 -0.29
C 1.597 -2.235 1.478 -0.33
H 2.496 4.210 -0.769 0.08
C -3.796 -0.852 0.503 -0.14
O -2.123 0.091 -1.736 -0.06
H 3.484 2.894 5.215 0.10
C 2.641 -3.135 1.232 -0.02
C 1.495 1.089 3.205 -0.10
N -2.701 -0.232 0.980 0.06
H -3.212 -2.237 -2.041 0.07
N -0.107 0.086 1.866 0.05
H 3.181 -5.041 0.432 0.11
C -0.638 -1.604 -2.668 -0.62
H 3.368 2.736 -0.359 0.07
H -2.688 0.628 -4.338 0.09
H -4.131 2.655 1.868 0.11
O -0.195 -1.641 -1.464 -0.11
N -1.831 1.705 2.171 0.16
C -3.091 -1.683 -2.974 0.00
H 2.511 -1.338 -3.089 0.07
H 3.643 0.022 -3.241 0.07
C -2.832 1.008 1.508 -0.30
```

Results
HOMO, eV: -7.8696
Total charge: 0
Molar mass, g/mol: 573.01
Energy relative to the best compared isomer or geometry (same formula, charge and spin), kJ/mol: 0.0
LUMO, eV: -0.394
Orbital gap, eV: 7.48


# C26H29NO2

One molecule with the formula C26H29NO2 (ωB97M-V/def2-TZVPD, the OMol25 dataset).

```
58
Properties=species:S:1:pos:R:3:lowdin_charge:R:1
H 2.098 -4.151 2.980 0.07
C -3.260 5.161 0.653 -0.10
H -3.698 3.256 2.367 0.08
C -0.767 1.594 -0.543 0.00
H -1.323 -2.687 -0.025 0.13
C 1.548 -3.805 -1.398 -0.03
H -3.757 1.919 1.212 0.08
C 2.807 0.150 2.463 -0.04
C 1.650 -3.320 2.438 -0.07
C 0.421 -0.502 -0.783 -0.20
H 3.866 2.623 -0.284 0.10
H 2.509 -0.537 3.242 0.11
C 0.158 -0.466 -2.153 -0.01
C -0.639 -3.343 -0.545 -0.02
C -0.219 -5.400 -1.711 -0.32
H -5.024 3.171 1.187 0.09
N -3.109 3.737 0.436 -0.30
H -4.259 3.862 -1.344 0.12
C -0.066 0.536 0.006 -0.01
C 3.028 0.707 0.144 -0.03
H -4.294 5.503 0.486 0.09
C 2.667 -2.710 1.471 -0.18
H -0.722 0.626 -3.774 0.12
C -2.136 3.732 -1.837 -0.18
H 0.095 0.511 1.073 0.12
H 2.964 -3.479 0.756 0.10
O -1.654 2.631 -2.575 -0.05
H 1.308 -2.582 3.160 0.07
O -0.617 -6.602 -2.212 0.05
H 4.131 3.236 2.094 0.10
C -3.348 3.380 -0.952 -0.19
H 2.921 0.439 -0.896 0.12
H -2.406 4.467 -2.599 0.13
H 1.766 -5.670 -2.440 0.12
H 0.513 -1.269 -2.783 0.12
C 3.715 2.277 1.824 -0.09
H -2.976 5.397 1.677 0.08
H 3.455 1.639 3.850 0.10
H 2.571 -3.503 -1.565 0.12
C 2.095 -1.517 0.743 -0.14
H -2.604 5.706 -0.024 0.08
C 0.687 -2.959 -0.704 -0.22
C -3.950 2.983 1.344 -0.10
H -3.498 2.299 -1.009 0.12
C 3.336 1.380 2.807 -0.08
H -1.553 -6.740 -2.021 0.10
C -0.530 0.588 -2.713 0.01
H -1.141 2.370 0.105 0.10
H 0.786 -3.689 1.891 0.07
H -2.123 -4.846 -0.896 0.11
C -1.090 -4.555 -1.035 -0.02
H -1.336 4.147 -1.212 0.12
C 3.563 1.933 0.490 -0.07
C 1.142 -1.645 -0.198 -0.12
H 3.558 -2.403 2.021 0.11
C 1.105 -5.013 -1.898 0.00
C 2.632 -0.201 1.126 -0.20
C -0.995 1.634 -1.915 -0.26
```

Results
HOMO, eV: -7.4304
Total charge: 0
Molar mass, g/mol: 387.52
Energy relative to the best compared isomer or geometry (same formula, charge and spin), kJ/mol: 0.0
LUMO, eV: 0.737
Orbital gap, eV: 8.17


# C26H30BKN8S2

C26H30BKN8S2 as an isolated structure at a distorted geometry (ωB97M-V/def2-TZVPD, the OMol25 dataset).

```
68
Properties=species:S:1:pos:R:3:lowdin_charge:R:1
C 0.722 3.644 3.354 -0.03
H -4.936 1.739 -3.315 0.12
N -0.154 1.582 2.488 0.08
C 0.446 3.565 -3.496 -0.04
H 1.664 0.890 -5.213 0.12
C 1.099 1.071 -3.190 -0.17
N 3.822 -2.044 -0.048 -0.14
C 0.622 3.149 4.658 -0.06
H -1.765 3.742 -1.849 0.12
C -4.419 0.079 -2.051 -0.06
H -3.911 3.317 -1.632 0.08
H -5.004 -0.677 -2.556 0.10
N -1.426 -3.761 1.136 -0.13
C -0.830 3.540 -1.311 -0.16
B 1.872 -5.150 0.386 -0.52
C -0.003 3.609 1.018 -0.10
H 1.216 4.626 3.110 0.13
C 0.053 1.055 3.688 -0.15
H -2.625 -2.011 1.150 0.07
H -2.705 3.802 0.563 0.15
H 0.903 3.738 5.523 0.10
H 2.085 -5.674 1.469 0.08
C 0.830 2.937 -4.654 -0.05
H 0.950 3.449 -5.599 0.11
C -0.552 -5.355 -0.093 -0.11
H 1.466 0.080 -3.055 0.05
H -0.368 4.563 -1.185 0.14
H 4.119 -4.520 2.005 0.11
H -2.709 -5.328 0.352 0.10
H 5.082 -1.028 -1.499 0.09
H -3.505 -1.443 -0.784 0.11
C 1.262 1.599 -4.454 -0.05
C -2.260 2.752 0.450 -0.12
H -0.346 4.667 1.292 0.14
C -0.045 -3.558 1.108 -0.73
C 2.824 -2.878 -0.370 -0.81
H -3.313 -3.476 2.108 0.11
C -3.718 2.320 -1.587 -0.04
C 0.185 2.859 2.308 -0.28
H 0.990 3.623 0.521 0.14
C 3.999 -3.796 1.226 -0.08
N 0.554 1.612 -2.092 0.06
S 1.648 -2.370 -1.463 0.55
H -0.170 -0.071 3.720 0.10
C -2.972 1.826 -0.538 -0.27
C -2.398 -2.895 1.814 -0.04
N 0.485 -4.635 0.360 -0.05
N -2.863 0.514 -0.323 0.08
H -2.174 2.156 1.369 0.11
H 0.278 1.239 5.778 0.11
H 5.583 -2.100 1.250 0.13
H -0.175 -5.996 -0.932 0.14
K 0.019 -0.147 -0.071 0.49
N 2.922 -4.001 0.367 0.00
H 0.275 4.651 -3.478 0.11
C 0.275 1.795 4.844 -0.05
H 1.990 -5.882 -0.592 0.08
S 0.637 -2.313 1.960 0.59
H 4.560 -0.095 -0.030 0.10
H -1.896 -2.542 2.673 0.02
C 4.661 -2.656 0.936 -0.04
C 4.243 -0.840 -0.821 -0.05
N -0.881 2.905 -0.013 -0.17
C -3.593 -0.373 -1.006 -0.11
C -1.713 -4.921 0.417 -0.07
C -4.411 1.419 -2.388 -0.05
C 0.080 2.847 -2.304 -0.23
H 3.411 -0.424 -1.408 0.03
```

Results
HOMO, eV: -6.3942
Total charge: 0
Molar mass, g/mol: 568.63
LUMO, eV: 0.059
Orbital gap, eV: 6.45


# C26H30BrNOPd

C26H30BrNOPd as an isolated structure (ωB97M-V/def2-TZVPD, the OMol25 dataset).

```
60
Properties=species:S:1:pos:R:3:mulliken_spin:R:1
C 2.885 0.392 -3.960 -0.13
H 2.832 -0.581 3.202 0.00
H -0.316 -1.512 4.875 0.00
H 1.435 -1.366 5.001 0.00
C 1.011 -0.688 -7.070 0.01
H 0.010 -3.011 2.872 0.00
H -3.705 -0.466 4.680 0.00
C 0.893 -2.425 2.607 0.00
H -1.590 0.044 4.067 0.00
H -5.427 1.098 1.730 0.00
C -3.879 1.187 3.265 0.00
C 1.822 0.019 -6.194 -0.01
C 0.596 -2.302 -5.346 0.03
C 1.974 -0.157 2.677 0.00
H -0.244 -2.413 -7.311 0.00
H 5.785 2.161 -4.000 0.00
C 0.545 -0.930 4.544 0.00
C 4.863 1.743 -3.617 0.00
C -1.625 0.342 0.314 -0.01
C -4.457 -0.006 4.038 0.00
H 1.749 -2.850 3.135 0.00
H 2.283 0.943 -6.517 0.00
H -3.543 1.261 0.476 0.00
H 1.177 -2.957 -2.978 -0.01
H -4.645 2.680 1.873 0.00
C -0.501 -0.252 0.879 0.01
C -3.373 2.238 4.262 0.00
C 1.409 -1.591 -4.476 -0.03
H 0.443 0.088 4.926 0.00
C 4.074 0.950 -4.434 0.03
C -0.497 -0.352 2.300 0.01
C 3.290 1.441 -1.828 -0.12
H 2.175 -0.176 1.608 0.00
C -2.722 0.707 2.393 0.00
C 0.394 -1.852 -6.641 -0.01
H 0.855 -0.322 -8.075 0.00
N 1.564 -2.034 -3.130 0.07
H 2.531 -2.010 -2.824 -0.02
H -4.196 2.586 4.889 0.00
C 2.493 0.638 -2.638 0.42
H 2.991 1.641 -0.804 0.00
H 0.124 -3.217 -5.008 0.00
H 1.864 0.882 2.993 0.00
Pd 0.808 -0.223 -1.788 1.45
H 5.081 2.615 -1.667 0.00
H 1.061 -2.516 1.537 0.00
H -5.286 0.318 4.671 0.00
O 0.509 -0.710 0.164 0.16
Br -1.625 0.509 -1.593 0.08
C 4.470 1.995 -2.311 0.01
H -2.603 1.833 4.919 0.00
H -5.799 2.149 3.095 0.00
C -2.721 0.815 1.016 -0.01
H -2.952 3.098 3.740 0.00
H 4.387 0.748 -5.451 0.00
C -4.998 1.813 2.434 0.00
C 0.710 -0.959 3.022 0.01
H -4.827 -0.771 3.353 0.00
C -1.596 0.124 2.991 0.00
C 2.035 -0.408 -4.886 0.05
```

Results
<S²>: 2.005
HOMO (spin up / spin down), eV: -7.4870 / -7.6401
Total charge: 0
Molar mass, g/mol: 558.86
Multiplicity: 3
Energy relative to the best compared isomer or geometry (same formula, charge and spin), kJ/mol: 22.2
LUMO (spin up / spin down), eV: 0.527 / -1.099
Orbital gap (spin up / spin down), eV: 8.01 / 6.54


# C26H30CdGeN7

C26H30CdGeN7 as an isolated structure (ωB97M-V/def2-TZVPD, the OMol25 dataset).

```
65
Properties=species:S:1:pos:R:3:lowdin_charge:R:1
H 0.400 -1.986 -3.061 0.01
C 2.771 0.039 -3.262 -0.12
C -1.936 -3.759 -0.339 -0.01
H -4.302 -1.435 0.285 0.13
C -2.595 -1.060 -3.492 -0.11
C 1.569 0.600 -2.800 -0.40
C -3.409 1.610 -3.644 -0.04
C -3.895 -0.755 -3.859 -0.04
H 0.757 -1.205 6.715 0.10
H -3.733 2.639 -3.726 0.13
H -1.787 -4.820 -0.489 0.13
H 2.592 3.806 -2.353 0.12
N 1.814 -0.696 4.994 -0.13
H -4.404 0.578 -0.236 0.12
C 1.810 -0.574 3.663 -0.42
H -1.414 2.128 -3.089 0.10
C -2.356 3.169 0.452 -0.01
H 5.302 -0.254 0.796 0.13
Cd 0.599 -0.237 0.779 1.34
C -3.329 -1.856 0.078 0.02
C 3.029 -0.543 5.806 -0.01
H 2.833 -1.012 -3.521 0.10
C -3.500 1.112 0.017 0.01
C 3.886 0.849 -3.419 -0.04
N 4.855 -0.329 1.693 0.20
N -0.985 -1.574 -0.184 -0.05
H 3.811 -0.306 3.777 0.12
H -2.338 4.242 0.583 0.13
Ge 0.077 -0.503 -2.921 1.23
N 0.737 -0.647 2.921 0.01
H -0.135 -0.145 5.624 0.11
C -4.295 0.575 -3.935 -0.02
C -2.107 1.319 -3.279 -0.10
C -1.191 2.437 0.570 -0.12
H -5.306 0.810 -4.242 0.13
H 2.744 -0.559 6.851 0.10
H 4.807 0.433 -3.806 0.13
C -2.209 -1.047 0.018 -0.24
H -4.063 -3.868 -0.060 0.14
H 4.682 2.826 -3.221 0.13
C -2.300 0.440 0.169 -0.24
C -0.857 -2.899 -0.356 -0.14
C -3.193 -3.225 -0.106 0.01
N 3.069 -0.350 3.099 0.16
N -1.162 1.104 0.436 -0.02
H 3.509 0.421 5.627 0.11
H -4.589 -1.546 -4.108 0.13
C -1.694 -0.022 -3.201 -0.38
N 2.744 -0.242 0.744 -0.01
H 0.582 2.405 -2.104 0.08
H 3.281 -0.245 -0.114 0.05
H 3.731 -1.364 5.644 0.11
H -2.281 -2.097 -3.447 0.10
H 0.148 -3.272 -0.513 0.12
C -3.530 2.490 0.170 0.00
C 2.630 2.753 -2.600 -0.04
C 3.518 -0.314 1.794 -0.48
H 0.081 -1.881 5.245 0.10
H -0.248 2.922 0.787 0.12
C 1.505 1.964 -2.461 -0.11
C 3.811 2.196 -3.090 -0.02
C 0.550 -0.993 5.673 -0.01
H 5.461 -0.461 2.485 0.13
H -4.464 3.028 0.065 0.14
H -0.089 -0.814 3.475 0.04
```

Results
HOMO, eV: -17.2725
Total charge: +3
Molar mass, g/mol: 625.60
LUMO, eV: -9.522
Orbital gap, eV: 7.75


# C26H30Cl3N5O11PTi

C26H30Cl3N5O11PTi as an isolated structure at a distorted geometry (ωB97M-V/def2-TZVPD, the OMol25 dataset).

```
77
Properties=species:S:1:pos:R:3:mulliken_spin:R:1
H 8.009 12.393 7.134 0.00
H 8.066 8.711 6.218 0.00
H 6.519 13.035 6.517 0.00
C 9.107 7.655 13.343 -0.01
H 10.630 9.653 4.854 0.00
C 9.777 12.363 11.004 0.01
H 12.543 8.012 7.410 0.00
H 5.393 11.863 10.905 0.00
C 12.873 8.490 10.553 0.06
N 11.470 6.514 10.240 0.30
H 8.296 10.340 5.565 0.00
C 15.062 8.125 11.354 0.09
C 7.578 6.304 12.199 0.01
N 9.530 11.276 10.203 0.06
O 8.224 9.950 8.989 -0.02
C 14.836 6.799 11.624 -0.02
H 6.049 10.331 10.386 0.00
C 13.301 9.013 5.654 0.00
C 12.624 9.044 7.016 0.00
P 10.858 9.692 7.219 0.03
H 9.966 11.971 6.962 0.00
C 12.637 7.082 10.670 -0.09
H 10.402 8.054 5.495 0.00
C 8.458 7.419 12.125 0.00
N 14.566 10.316 10.640 0.00
O 11.127 5.323 10.561 0.36
C 14.151 8.957 10.878 -0.02
H 8.295 8.941 4.466 0.00
C 8.096 5.824 14.492 0.00
H 16.022 8.524 11.609 0.01
C 10.969 11.561 6.966 -0.01
H 12.872 11.841 5.927 0.00
H 11.473 11.638 4.853 0.00
C 7.105 12.949 7.419 0.00
H 13.332 5.206 11.487 0.02
Cl 7.878 4.798 15.865 0.00
H 6.280 10.583 12.860 0.00
H 11.708 13.134 5.705 0.00
C 8.373 11.062 9.576 -0.04
Cl 6.524 5.882 10.876 0.00
O 14.033 10.983 9.803 0.00
N 8.811 13.389 11.019 0.00
H 14.296 8.605 5.671 0.00
C 7.197 12.010 9.767 -0.01
Ti 10.049 9.062 9.979 1.04
H 6.641 4.785 13.337 0.00
O 6.919 14.369 10.385 0.00
O 15.510 10.716 11.310 0.00
N 15.888 6.066 12.275 0.00
C 6.378 12.151 8.485 0.00
H 6.165 11.127 8.166 0.00
H 13.226 9.627 7.734 0.00
C 13.593 6.253 11.295 0.18
H 12.745 8.402 4.964 0.00
C 7.604 13.367 10.370 0.00
O 15.731 4.886 12.644 -0.01
C 7.372 5.564 13.346 0.00
O 10.775 12.476 11.714 0.00
O 16.929 6.664 12.466 0.00
C 11.809 12.043 5.780 0.00
H 13.369 10.002 5.252 0.00
C 8.984 6.876 14.485 0.00
H 11.432 11.912 7.902 0.00
H 5.421 12.618 8.753 0.00
C 8.596 9.284 5.457 0.00
O 8.665 8.216 11.135 -0.03
H 7.200 11.999 12.664 0.00
C 6.313 11.258 10.836 0.00
O 10.638 7.204 9.463 0.06
Cl 10.119 9.114 13.419 0.00
C 10.133 9.111 5.618 -0.01
H 7.349 13.942 7.793 0.00
H 9.028 14.229 11.578 0.00
C 6.970 11.052 12.196 0.00
H 7.855 10.414 12.115 0.01
H 9.520 7.148 15.390 0.00
O 11.914 9.280 10.229 0.02
```

Results
<S²>: 2.025
HOMO (spin up / spin down), eV: -4.4202 / -5.9369
Total charge: -1
Molar mass, g/mol: 773.75
Multiplicity: 3
Energy relative to the best compared isomer or geometry (same formula, charge and spin), kJ/mol: 0.0
LUMO (spin up / spin down), eV: 1.679 / 1.841
Orbital gap (spin up / spin down), eV: 6.10 / 7.78